Entry from OMol25: a molecular structure, C46H52IKN10OP (wB97M-V/def2-TZVPD).

- HOMO-LUMO gap (eV) = 8.07
- net charge = +1
- ΔE to the lowest compared entry with this formula, charge and spin (eV) = 0.009
- calculated total energy (a.u.) = -3645.81511
- HOMO (eV) = -9.87

```
112
Properties=species:S:1:pos:R:3:forces:R:3:lowdin_charge:R:1
K 0.0471 -0.1942 0.0850 0.8 0.3 -0.5 0.483
I -0.0992 0.2097 -3.4248 0.1 0.0 0.0 1.067
C -1.8049 -0.7420 -4.1945 0.0 0.0 0.0 -0.595
C -2.6496 0.0983 -4.8676 0.0 0.0 0.0 -0.172
C -3.7378 -0.3983 -5.6069 0.0 0.0 0.0 -0.069
C -3.9066 -1.7439 -5.7061 0.0 0.0 0.0 -0.029
C -3.0470 -2.6382 -5.0230 0.0 0.0 0.0 -0.158
C -3.2320 -4.0283 -5.2195 0.0 0.0 0.0 -0.023
C -2.4278 -4.9318 -4.6005 0.0 0.0 0.0 -0.053
C -1.4704 -4.4705 -3.6793 -0.1 0.0 0.0 -0.078
C -1.2700 -3.1373 -3.4124 0.1 0.0 0.0 -0.308
P -0.2289 -2.7584 -1.9276 -0.1 0.0 -0.1 0.989
C -0.6327 -4.1512 -0.8055 0.0 0.0 0.1 -0.388
C 0.1100 -5.3196 -0.6496 0.0 0.0 0.0 -0.095
C -0.2602 -6.2692 0.2942 0.0 0.0 0.0 -0.075
C -1.3779 -6.0647 1.0911 0.0 0.0 0.0 -0.085
C -2.1224 -4.9004 0.9487 0.0 0.0 0.0 -0.083
C -1.7420 -3.9451 0.0177 0.0 0.0 0.0 -0.117
C 1.4656 -3.1485 -2.4897 0.0 -0.1 0.0 -0.387
C 1.8172 -3.1704 -3.8360 0.0 0.0 0.0 -0.090
C 3.1343 -3.3995 -4.2184 0.0 0.0 0.0 -0.065
C 4.1120 -3.6238 -3.2614 0.0 0.0 0.0 -0.089
C 3.7741 -3.5961 -1.9134 0.0 0.0 0.0 -0.088
C 2.4637 -3.3504 -1.5308 0.0 0.0 -0.1 -0.131
C -2.0053 -2.1588 -4.1724 0.0 0.0 0.0 -0.193
H -2.4566 1.1635 -4.8646 0.0 0.0 0.0 0.082
H -4.3946 0.2896 -6.1235 0.0 0.0 0.0 0.111
H -4.6976 -2.1614 -6.3180 0.0 0.0 0.0 0.118
H -4.0202 -4.3501 -5.8902 0.0 0.0 0.0 0.119
H -2.5451 -5.9943 -4.7697 0.0 0.0 0.0 0.112
H -0.9051 -5.2086 -3.1284 0.0 0.0 0.1 0.102
H 0.9881 -5.4910 -1.2605 0.0 0.0 0.0 0.106
H 0.3272 -7.1726 0.4052 0.0 0.0 0.0 0.109
H -1.6666 -6.8087 1.8232 0.0 0.0 0.0 0.107
H -2.9936 -4.7320 1.5697 0.0 0.0 0.0 0.107
H -2.3054 -3.0203 -0.0643 0.0 0.0 0.0 0.099
H 1.0595 -3.0210 -4.5949 0.0 0.0 0.0 0.102
H 3.3900 -3.4191 -5.2709 0.0 0.0 0.0 0.109
H 5.1324 -3.8269 -3.5633 0.0 0.0 0.0 0.107
H 4.5278 -3.7781 -1.1557 0.0 0.0 0.0 0.107
H 2.2082 -3.3424 -0.4788 0.0 0.0 0.0 0.082
C -3.8578 0.4223 2.4549 0.0 0.0 0.0 0.023
C -2.4121 0.0030 2.3777 0.1 -0.1 0.0 -0.523
O -1.9354 -0.5016 1.3652 -0.7 -0.1 0.6 -0.124
N -1.6667 0.2298 3.4865 0.0 0.0 -0.1 0.096
C -0.2935 -0.2345 3.6346 0.0 0.0 0.0 -0.102
C 0.7440 0.8664 3.5948 0.0 0.0 -0.1 -0.262
C 1.0437 1.5911 4.7423 0.0 0.0 0.0 -0.012
C 1.9917 2.5992 4.6817 0.0 0.0 0.0 -0.043
C 2.6268 2.8409 3.4742 0.0 0.0 0.0 -0.046
C 2.2730 2.0650 2.3830 0.0 0.0 -0.1 -0.155
N 1.3493 1.1005 2.4248 0.0 0.0 0.1 0.085
H -4.4322 -0.1808 1.7570 0.0 0.0 0.0 0.095
H -3.9489 1.4683 2.1552 0.0 0.0 0.0 0.072
H -4.2684 0.3191 3.4588 0.0 0.0 0.0 0.088
H -2.1317 0.6117 4.2925 0.0 0.0 0.0 0.146
H -0.0845 -0.9364 2.8322 0.0 0.0 0.0 0.074
H -0.2136 -0.7739 4.5795 0.0 0.0 0.0 0.135
H 0.5393 1.3615 5.6732 0.0 0.0 0.0 0.119
H 2.2364 3.1790 5.5624 0.0 0.0 0.0 0.116
H 3.3806 3.6104 3.3741 0.0 0.0 0.0 0.112
H 2.7495 2.2300 1.4183 0.0 0.0 0.1 0.107
C -2.2510 2.8156 -0.4596 0.0 0.0 0.0 -0.164
N -1.0662 2.5731 0.3856 0.0 0.0 0.1 -0.100
C 0.0880 3.1835 -0.2913 0.0 0.0 0.0 -0.216
N -0.0844 4.6160 -0.5220 0.0 0.0 0.0 -0.077
C -1.2887 4.7964 -1.3427 0.0 0.0 0.1 -0.157
N -2.4819 4.2384 -0.6973 0.0 0.0 0.0 -0.080
C -2.6495 4.9005 0.6002 0.1 0.0 0.0 -0.163
N -1.4790 4.7214 1.4683 0.0 0.0 0.0 -0.079
C -1.2656 3.2886 1.6586 0.0 0.0 -0.1 -0.172
C -0.3081 5.2665 0.7736 0.0 0.0 0.0 -0.160
H -3.1283 2.3861 0.0296 0.0 0.0 0.0 0.121
H -2.1066 2.3100 -1.4175 0.0 0.0 0.0 0.113
H 0.2296 2.6840 -1.2510 0.0 0.0 0.0 0.071
H 0.9806 3.0188 0.3149 0.0 0.0 0.0 0.100
H -1.1392 4.3011 -2.3044 0.0 0.0 0.0 0.127
H -1.4442 5.8614 -1.5185 0.0 0.0 0.0 0.129
H -3.5291 4.4885 1.0991 0.0 0.0 0.0 0.126
H -2.8115 5.9672 0.4378 0.0 0.0 0.0 0.128
H -2.1360 2.8709 2.1686 0.0 0.0 0.0 0.109
H -0.3879 3.1410 2.2904 0.0 0.0 0.0 0.111
H 0.5747 5.1235 1.4011 0.0 0.0 0.0 0.125
H -0.4538 6.3358 0.6156 0.0 0.0 0.0 0.128
C 5.8761 -0.4572 -2.1465 0.0 0.0 0.0 -0.013
C 4.6810 0.4337 -2.1234 0.0 0.0 -0.1 -0.296
C 4.4848 1.7085 -2.6035 0.0 0.1 0.0 0.012
C 3.1464 2.0267 -2.3046 0.0 0.0 0.0 -0.360
N 2.5480 1.0154 -1.6745 0.0 0.0 -0.1 0.022
N 3.5037 0.0602 -1.5915 0.0 0.0 0.0 0.024
C 2.4445 3.3009 -2.6543 0.0 0.0 0.0 -0.037
H 6.7858 0.1385 -2.1879 0.0 0.0 0.0 0.084
H 5.8581 -1.1099 -3.0192 0.0 0.0 0.0 0.076
H 5.9155 -1.0879 -1.2573 0.0 0.0 0.0 0.072
H 5.2082 2.3320 -3.1043 0.0 0.0 0.0 0.114
H 3.2894 -0.8425 -1.1952 0.0 0.0 0.0 0.109
H 3.0650 3.8839 -3.3336 0.0 0.0 0.0 0.083
H 2.2336 3.9208 -1.7835 0.0 0.0 0.0 0.065
H 1.4972 3.1044 -3.1614 0.0 0.0 0.0 0.051
N 3.6957 -1.1567 1.2704 0.0 0.0 0.0 0.139
C 3.0183 -2.1980 1.8809 -0.1 -0.2 0.0 -0.394
C 3.7091 -3.1903 2.5888 0.0 0.0 0.0 -0.019
C 2.9983 -4.2578 3.0911 0.0 0.0 0.0 -0.058
C 1.6232 -4.3270 2.8791 0.0 0.0 0.0 -0.062
C 1.0323 -3.3037 2.1705 0.0 0.1 0.0 -0.146
N 1.7004 -2.2474 1.6790 0.0 -0.1 0.0 0.078
H 4.6147 -0.9552 1.6308 0.0 0.0 0.0 0.102
H 3.1316 -0.3308 1.1375 0.0 0.1 0.0 0.055
H 4.7809 -3.1132 2.7253 0.0 0.0 0.0 0.112
H 3.5108 -5.0390 3.6385 0.0 0.0 0.0 0.113
H 1.0299 -5.1545 3.2425 0.0 0.0 0.0 0.105
H -0.0358 -3.3254 1.9674 0.1 0.0 0.0 0.100
```
Positions in Å, forces in eV/Å.